Molecular formula: C44H40BIN11O3Pb
Method: DFT, ωB97M-V/def2-TZVPD

Calculated values
HOMO-LUMO gap (spin up / spin down) in eV: 6.87 / 3.98
Lowest unoccupied orbital energy (spin up / spin down) in eV: -5.92 / -8.81
2S+1: 2
Total charge: +2
Relative energy (zero: lowest compared OMol25 entry of this formula, charge and spin) in kcal/mol: 0.0

Positions of all 101 atoms, in Å:
Pb 1.404 -0.139 -0.338
C -0.519 3.042 -3.096
C -0.339 1.729 -2.658
N 0.702 1.657 -1.839
N 1.218 2.897 -1.739
C 0.493 3.752 -2.485
B 2.511 3.128 -0.918
N 3.575 2.045 -1.343
C 4.833 2.277 -1.744
C 5.428 1.075 -2.073
C 4.441 0.128 -1.840
N 3.327 0.716 -1.399
N 2.190 2.883 0.590
C 2.294 3.656 1.680
C 1.884 2.933 2.787
C 1.534 1.692 2.287
N 1.712 1.670 0.966
N 3.073 4.487 -1.233
C 3.355 4.951 -2.483
C 3.971 6.168 -2.356
C 4.036 6.379 -0.966
N 3.507 5.373 -0.300
H -1.268 3.420 -3.765
H -0.916 0.849 -2.889
H 0.739 4.798 -2.530
H 5.224 3.278 -1.782
H 6.423 0.916 -2.444
H 4.501 -0.941 -1.944
H 2.658 4.662 1.579
H 1.834 3.275 3.804
H 1.151 0.824 2.796
H 3.108 4.381 -3.362
H 4.321 6.812 -3.141
H 4.442 7.220 -0.431
C -3.524 -4.561 0.391
O -3.424 -3.143 0.333
C -4.461 -2.463 -0.240
C -5.638 -3.067 -0.671
C -6.678 -2.300 -1.176
C -6.559 -0.923 -1.264
C -5.377 -0.321 -0.870
C -4.320 -1.073 -0.374
N -3.158 -0.376 0.061
C -1.878 -0.526 -0.366
N -1.705 -1.390 -1.392
C -0.593 -1.811 -2.134
C 0.745 -1.523 -1.910
C 1.726 -2.065 -2.738
C 1.383 -2.892 -3.788
C 0.049 -3.198 -4.024
C -0.931 -2.673 -3.207
O -2.260 -2.958 -3.306
C -2.791 -3.411 -4.554
N -0.899 0.174 0.157
C -1.275 1.176 1.104
C -1.357 2.500 0.692
C -1.673 3.511 1.587
C -1.933 3.190 2.908
C -1.872 1.871 3.338
C -1.532 0.860 2.445
O -1.416 -0.457 2.786
C -1.768 -0.815 4.115
H -2.597 -4.913 0.836
H -3.620 -4.989 -0.609
H -4.367 -4.874 1.010
H -5.764 -4.134 -0.587
H -7.589 -2.788 -1.491
H -7.372 -0.322 -1.644
H -5.256 0.751 -0.953
H -3.316 0.443 0.632
H -2.555 -1.815 -1.738
H 2.767 -1.844 -2.570
H 2.148 -3.307 -4.428
H -0.212 -3.851 -4.842
H -2.225 -4.247 -4.958
H -2.806 -2.589 -5.270
H -3.804 -3.740 -4.343
H -1.168 2.728 -0.348
H -1.725 4.536 1.249
H -2.195 3.964 3.616
H -2.092 1.644 4.370
H -1.632 -1.891 4.184
H -2.812 -0.575 4.325
H -1.125 -0.318 4.845
I 4.610 -0.177 1.522
C 3.530 -1.222 2.909
C 4.164 -1.386 4.155
C 3.638 -2.219 5.115
C 2.471 -2.926 4.832
C 1.807 -2.768 3.608
C 0.660 -3.542 3.373
C -0.030 -3.426 2.182
C 0.398 -2.503 1.245
C 1.507 -1.666 1.442
C 2.286 -1.849 2.609
H 5.095 -0.871 4.342
H 4.140 -2.342 6.063
H 2.057 -3.603 5.566
H 0.336 -4.240 4.134
H -0.910 -4.025 1.994
H -0.171 -2.430 0.329

Atomic partial charges in e from the Löwdin method, atoms 1 to 5: 1.408, -0.022, -0.124, -0.032, 0.022